Below is a 14-piece molecular cluster, C38H76O41S9 overall at a distorted geometry, with properties calculated with ωB97M-V/def2-TZVPD.

E_HOMO, eV: -9.18
Largest force on an atom, hartree/bohr: 0.050
DFT total energy, hartree: -8161.774773

Geometry as ORCA input:
```
! RIJCOSX wB97M-V def2-TZVPD def2/J DEFGRID3
* xyz 0 1
C -2.64 -2.90 5.03
C -1.69 -2.87 6.22
C -1.72 -1.37 6.64
O -1.85 -0.72 5.38
C -2.15 -1.63 4.32
H -3.68 -2.73 5.28
H -2.57 -3.78 4.38
H -0.69 -3.21 5.94
H -2.11 -3.45 7.04
H -0.78 -1.02 7.08
H -2.52 -1.39 7.38
H -1.23 -1.89 3.80
H -2.89 -1.09 3.73
C 0.63 -3.42 -4.58
C 0.55 -2.09 -3.87
C 1.62 -2.30 -2.79
O 2.62 -3.06 -3.46
C 2.14 -3.66 -4.66
H 0.03 -3.44 -5.49
H 0.21 -4.22 -3.96
H -0.47 -1.82 -3.58
H 1.01 -1.31 -4.48
H 1.19 -2.91 -1.99
H 2.03 -1.35 -2.44
H 2.36 -4.72 -4.62
H 2.51 -3.17 -5.56
C -1.27 -5.69 -0.86
C -1.89 -4.50 -1.60
C -3.30 -4.42 -1.00
O -3.62 -5.73 -0.55
C -2.43 -6.29 -0.01
H -0.42 -5.42 -0.23
H -0.94 -6.49 -1.52
H -1.92 -4.68 -2.67
H -1.36 -3.58 -1.35
H -3.99 -4.07 -1.77
H -3.42 -3.79 -0.11
H -2.46 -7.37 -0.06
H -2.28 -5.93 1.01
C -3.61 -0.25 -5.12
C -4.44 -0.85 -3.99
C -3.42 -0.84 -2.86
O -2.65 0.35 -3.06
C -2.92 0.89 -4.33
H -4.14 0.12 -5.99
H -2.86 -0.96 -5.48
H -4.84 -1.85 -4.20
H -5.33 -0.26 -3.78
H -2.76 -1.71 -2.94
H -3.87 -0.88 -1.87
H -2.01 1.13 -4.87
H -3.62 1.73 -4.39
C 3.25 -4.36 -0.12
C 4.74 -4.68 0.09
C 5.10 -3.79 1.30
O 4.20 -2.67 1.19
C 3.37 -2.85 0.05
H 2.53 -4.78 0.58
H 2.92 -4.60 -1.13
H 5.31 -4.40 -0.80
H 4.99 -5.72 0.30
H 6.11 -3.41 1.13
H 4.92 -4.38 2.20
H 3.85 -2.38 -0.82
H 2.41 -2.33 0.03
C 0.53 0.77 0.33
C -0.17 0.56 -1.02
O -1.00 -0.59 -0.85
S -1.00 -1.22 0.62
O -0.16 -2.36 0.72
O -2.38 -1.27 0.99
O -0.26 0.05 1.28
H 0.64 1.79 0.70
H 1.53 0.33 0.33
H 0.53 0.26 -1.80
H -0.75 1.42 -1.32
C -1.00 1.89 3.87
C -2.00 2.18 2.76
O -2.45 3.52 3.01
S -1.33 4.37 3.82
O -1.88 4.79 5.07
O -0.72 5.31 2.93
O -0.30 3.13 4.05
H -0.26 1.13 3.63
H -1.57 1.60 4.75
H -2.86 1.52 2.81
H -1.57 2.11 1.76
C -3.99 2.72 -0.39
C -4.70 4.03 -0.84
O -3.87 4.66 -1.81
S -2.35 4.27 -1.46
O -1.97 4.94 -0.25
O -1.49 4.30 -2.58
O -2.76 2.76 -1.12
H -4.48 1.81 -0.71
H -3.80 2.78 0.68
H -4.76 4.72 0.01
H -5.67 3.86 -1.30
C -7.97 -0.23 0.69
C -7.07 -0.23 -0.55
O -5.82 -0.76 -0.14
S -5.66 -0.64 1.47
O -5.29 0.67 1.88
O -4.93 -1.75 1.98
O -7.23 -0.89 1.72
H -8.93 -0.73 0.68
H -8.15 0.80 1.00
H -6.97 0.77 -0.96
H -7.49 -0.89 -1.31
C 5.41 4.56 2.92
C 4.36 5.59 2.52
O 3.17 5.18 3.18
S 3.17 3.58 3.48
O 2.26 2.94 2.58
O 3.15 3.34 4.88
O 4.66 3.32 2.92
H 5.69 4.71 3.97
H 6.32 4.49 2.34
H 4.20 5.58 1.44
H 4.58 6.61 2.81
C 0.55 1.61 -4.88
C 2.06 1.59 -4.75
O 2.56 1.55 -6.07
S 1.61 0.61 -6.97
O 2.05 -0.75 -6.99
O 1.40 1.27 -8.22
O 0.34 0.71 -5.98
H 0.24 2.62 -5.16
H -0.01 1.30 -4.01
H 2.32 0.71 -4.15
H 2.54 2.40 -4.20
C 1.18 4.74 0.27
C 1.12 5.98 -0.61
O 1.44 5.51 -1.94
S 2.09 4.05 -1.90
O 3.39 3.98 -2.50
O 1.15 3.06 -2.30
O 2.27 4.02 -0.32
H 0.27 4.14 0.21
H 1.50 4.92 1.29
H 1.78 6.80 -0.36
H 0.08 6.32 -0.62
C 2.10 -1.58 3.36
C 3.19 -0.50 3.47
O 2.92 0.22 4.67
S 1.75 -0.44 5.54
O 0.89 0.58 6.03
O 2.30 -1.42 6.43
O 1.06 -1.15 4.24
H 2.44 -2.59 3.57
H 1.67 -1.60 2.37
H 3.15 0.21 2.65
H 4.18 -0.96 3.50
C 6.08 0.35 0.31
C 6.30 1.83 0.02
O 5.27 2.18 -0.94
S 4.55 0.88 -1.55
O 4.69 0.83 -2.97
O 3.24 0.79 -1.00
O 5.60 -0.15 -0.95
H 5.30 0.22 1.07
H 6.94 -0.26 0.57
H 7.26 2.06 -0.42
H 6.09 2.42 0.91
*
```

Mulliken population analysis, charges in e, atoms 1 to 6: C -0.498; C -0.586; C -0.533; O -0.308; C 0.877; H 0.320

=====

Below is a 12-piece molecular cluster, C38H78N10O10 overall at a distorted geometry, with properties calculated with ωB97M-V/def2-TZVPD.

SMILES string: c1cc[nH]c1.c1cc[nH]c1.CNC(C)=O.CNC(C)=O.CNC(C)=O.CNC(C)=O.CNC(C)=O.CNC(C)=O.CNC(C)=O.CNC(C)=O.CC(C)=O.CC(C)=O
E_HOMO, eV: -8.05
Largest force on an atom, hartree/bohr: 0.155
DFT total energy, hartree: -2794.583920

Geometry as ORCA input:
```
! RIJCOSX wB97M-V def2-TZVPD def2/J DEFGRID3
* xyz 0 1
C -0.45 0.89 -6.78
C -0.57 1.22 -5.42
C -1.84 0.98 -5.00
N -2.49 0.43 -6.09
C -1.62 0.30 -7.15
H 0.44 1.19 -7.31
H 0.28 1.75 -5.00
H -2.48 1.04 -4.13
H -3.47 0.21 -6.12
H -1.95 -0.25 -8.02
C 8.75 3.58 3.29
C 9.43 2.33 3.47
C 9.95 2.30 4.80
N 9.52 3.45 5.40
C 8.80 4.20 4.55
H 8.25 3.88 2.38
H 9.60 1.57 2.73
H 10.45 1.49 5.30
H 9.54 3.58 6.40
H 8.32 5.12 4.84
C -1.80 0.10 1.51
N -0.69 0.97 1.93
C 0.60 0.77 1.61
C 1.67 1.84 1.94
O 0.91 -0.20 0.90
H -1.64 -0.41 0.56
H -2.71 0.61 1.20
H -1.92 -0.67 2.27
H -0.94 1.84 2.38
H 1.25 2.62 2.58
H 2.12 2.21 1.02
H 2.46 1.36 2.52
C -10.28 0.17 -4.76
N -9.70 -0.89 -3.97
C -8.55 -1.47 -4.19
C -7.98 -2.39 -3.04
O -7.81 -1.23 -5.17
H -10.75 0.98 -4.20
H -11.14 -0.30 -5.25
H -9.49 0.51 -5.43
H -10.29 -1.32 -3.27
H -7.33 -3.21 -3.34
H -8.84 -2.85 -2.55
H -7.28 -1.87 -2.39
C -1.67 5.54 -0.22
N -2.68 6.22 0.47
C -2.48 6.67 1.76
C -3.78 7.10 2.43
O -1.44 6.56 2.36
H -1.95 4.49 -0.31
H -0.69 5.47 0.24
H -1.68 5.83 -1.28
H -3.39 6.52 -0.18
H -3.55 8.11 2.77
H -3.96 6.42 3.26
H -4.70 7.22 1.86
C -4.77 -5.01 5.22
N -5.10 -5.99 4.20
C -5.78 -5.74 3.08
C -5.95 -6.84 2.05
O -6.26 -4.65 2.86
H -5.42 -5.15 6.08
H -4.75 -3.97 4.86
H -3.72 -5.19 5.47
H -4.65 -6.89 4.35
H -5.05 -6.97 1.45
H -6.79 -6.65 1.39
H -6.24 -7.72 2.61
C -1.66 -5.44 -3.99
N -2.00 -6.71 -4.58
C -1.55 -7.86 -4.08
C -1.80 -9.09 -4.89
O -0.77 -7.93 -3.16
H -2.50 -4.75 -4.07
H -0.82 -5.11 -4.59
H -1.33 -5.49 -2.95
H -2.89 -6.75 -5.05
H -2.19 -8.82 -5.87
H -2.63 -9.53 -4.35
H -0.90 -9.70 -4.79
C 7.98 7.12 -4.48
N 7.15 7.62 -3.33
C 6.27 6.76 -2.74
C 5.62 7.35 -1.49
O 6.14 5.60 -3.07
H 8.98 7.47 -4.24
H 7.43 7.64 -5.27
H 8.05 6.04 -4.59
H 7.19 8.58 -3.03
H 4.60 7.65 -1.72
H 6.05 8.33 -1.29
H 5.63 6.66 -0.64
C 8.16 0.75 -6.45
N 7.20 0.72 -5.37
C 6.81 -0.23 -4.63
C 5.88 -0.07 -3.43
O 7.14 -1.41 -4.93
H 8.40 -0.27 -6.77
H 9.04 1.31 -6.15
H 7.53 1.20 -7.22
H 7.00 1.64 -5.03
H 5.65 -0.97 -2.87
H 5.04 0.50 -3.84
H 6.41 0.52 -2.67
C 2.01 -5.21 4.42
N 2.22 -6.35 5.47
C 3.37 -7.05 5.74
C 3.34 -8.12 6.77
O 4.43 -6.76 5.21
H 1.30 -5.61 3.71
H 2.86 -4.80 3.87
H 1.60 -4.34 4.94
H 1.33 -6.61 5.88
H 2.87 -7.89 7.73
H 4.34 -8.51 6.94
H 2.85 -8.98 6.31
C -9.43 5.16 -0.31
C -8.15 4.95 -1.18
C -7.89 3.56 -1.57
O -7.46 5.89 -1.53
H -10.12 4.32 -0.43
H -9.87 6.14 -0.51
H -9.06 5.11 0.72
H -7.36 3.62 -2.52
H -8.80 2.98 -1.69
H -7.27 3.06 -0.83
C 2.55 -0.31 8.26
C 3.67 -1.37 8.36
C 4.76 -1.36 7.30
O 3.76 -2.17 9.30
H 1.60 -0.80 8.05
H 2.72 0.15 7.28
H 2.44 0.41 9.07
H 5.26 -0.39 7.20
H 4.37 -1.79 6.38
H 5.52 -2.11 7.49
*
```

Mulliken population analysis, charges in e, atoms 1 to 6: C -0.268; C -0.341; C -0.518; N 0.009; C -0.552; H 0.362

=====

Below is C38H79BeClMgN4O8S as an isolated structure at a distorted geometry, with properties calculated with ωB97M-V/def2-TZVPD.

E_HOMO, eV: -11.00
Largest force on an atom, hartree/bohr: 0.149
DFT total energy, hartree: -3387.625209

Geometry as ORCA input:
```
! RIJCOSX wB97M-V def2-TZVPD def2/J DEFGRID3
* xyz 2 1
C 5.76 1.21 -3.05
C 6.45 -0.25 -3.48
C 5.29 -1.31 -3.96
C 5.59 -1.93 -5.46
C 4.16 -2.51 -6.07
C 3.52 -3.74 -5.18
C 1.91 -3.90 -5.56
C 1.16 -4.41 -4.19
C 0.68 -3.19 -3.19
C 1.63 -3.00 -1.86
C 0.79 -2.40 -0.55
C 0.12 -0.92 -0.95
C 0.51 0.28 0.09
C -0.54 1.56 0.06
C -0.01 2.82 -0.85
C -0.21 4.43 -0.45
C 0.36 5.61 -1.46
C 1.18 5.28 -2.88
N 1.63 6.48 -3.68
C 2.35 5.96 -4.89
S 3.03 7.29 -6.08
C 2.58 4.41 -5.34
N 2.06 3.27 -4.52
C 1.37 3.71 -3.25
C 0.77 2.53 -2.26
H 4.66 1.07 -2.68
H 6.41 1.73 -2.23
H 5.75 1.88 -4.02
H 7.18 -0.11 -4.38
H 7.05 -0.72 -2.58
H 4.26 -0.74 -3.93
H 5.24 -2.25 -3.23
H 6.35 -2.82 -5.43
H 6.03 -1.13 -6.21
H 3.42 -1.58 -6.13
H 4.28 -2.88 -7.19
H 4.11 -4.76 -5.33
H 3.54 -3.52 -4.01
H 1.84 -4.69 -6.43
H 1.53 -2.86 -5.95
H 0.23 -5.05 -4.53
H 1.93 -5.07 -3.59
H -0.47 -3.26 -2.91
H 0.79 -2.19 -3.82
H 2.44 -2.17 -2.12
H 2.15 -4.02 -1.60
H 1.56 -2.30 0.35
H -0.11 -3.11 -0.28
H -1.05 -1.02 -1.14
H 0.60 -0.66 -2.01
H 0.65 -0.11 1.21
H 1.59 0.69 -0.21
H -0.64 1.94 1.19
H -1.63 1.19 -0.24
H -0.80 4.69 0.56
H 0.18 6.75 -1.15
H 4.45 7.32 -5.88
H 3.16 4.18 -6.33
H 0.92 1.41 -2.60
C -4.20 0.15 3.08
C -3.84 1.42 2.33
O -4.08 1.33 0.92
C -5.43 1.12 0.52
C -6.38 2.23 0.95
H -3.72 -0.72 2.63
H -3.89 0.22 4.12
H -5.28 -0.03 3.07
H -2.77 1.60 2.44
H -4.35 2.29 2.75
H -5.79 0.14 0.88
H -5.43 1.07 -0.57
H -6.48 2.27 2.04
H -7.37 2.08 0.52
H -5.99 3.21 0.63
O 3.93 -6.85 -4.46
H 4.76 -7.34 -4.48
H 3.35 -7.34 -5.05
Be -2.57 3.61 1.80
Cl 6.28 -6.04 -4.40
C 1.02 -3.60 -8.95
O 1.97 -4.44 -8.56
H 1.31 -2.54 -9.07
H 0.54 -3.79 -9.92
H 0.14 -3.50 -8.29
C 0.48 -2.92 3.07
C -0.15 -4.32 2.95
O -1.43 -4.19 3.23
H 0.38 -2.52 4.09
H 1.55 -2.98 2.85
H 0.04 -2.21 2.37
H 0.47 -4.97 3.59
H 0.14 -4.68 1.94
N 2.94 3.51 0.20
H 3.37 4.38 0.54
H 3.39 3.23 -0.68
H 3.04 2.77 0.90
H 1.94 3.68 0.02
Mg 3.52 -4.22 -0.31
C -3.45 -3.30 10.22
O -3.46 -3.81 8.90
C -4.35 -4.91 8.71
C -5.17 -4.74 7.43
O -6.14 -3.69 7.44
C -5.66 -2.35 7.54
C -4.86 -1.85 6.32
O -3.62 -2.53 6.20
C -3.33 -2.98 4.89
H -2.77 -3.89 10.84
H -3.10 -2.26 10.18
H -4.45 -3.30 10.66
H -5.02 -5.03 9.56
H -3.73 -5.81 8.62
H -5.74 -5.66 7.28
H -4.53 -4.65 6.55
H -5.11 -2.20 8.46
H -6.55 -1.72 7.62
H -4.65 -0.79 6.45
H -5.48 -1.97 5.42
H -4.23 -3.35 4.38
H -2.62 -3.81 4.96
H -2.88 -2.17 4.31
C 0.60 8.31 2.33
C -0.45 8.42 1.26
O -0.76 7.46 0.55
N -1.08 9.62 1.10
C -0.87 10.84 1.83
H 1.01 7.30 2.34
H 1.42 9.01 2.12
H 0.16 8.52 3.31
H -1.78 9.61 0.36
H -1.82 11.13 2.29
H -0.57 11.62 1.11
H -0.10 10.74 2.60
*
```

Mulliken population analysis, charges in e, atoms 1 to 6: C -0.713; C -0.490; C 0.156; C -0.794; C -0.702; C 0.328

=====

Number 1: LUMO level -0.1 eV. Number 2: LUMO level 0.0 eV. Number 3: LUMO level -9.6 eV.